No. 1
C4H7ClS | ωB97M-V/def2-TZVPD

CARTESIAN COORDINATES (ANGSTROEM)
S 0.9104 1.7420 1.4409
C 0.0221 0.8954 0.1746
C 0.7767 -0.1402 -0.6306
C -0.4351 -0.9531 -0.6462
Cl -1.4414 -0.7913 -2.1008
C -0.9946 -0.1449 0.5086
H 1.9598 0.6544 1.6630
H -0.4103 1.6657 -0.4450
H 1.4769 -0.5901 0.1073
H 1.3641 0.0970 -1.5804
H -0.3641 -2.0497 -0.5101
H -0.7896 -0.4630 1.5056
H -2.0750 0.0778 0.5132

Calculated values
- Charge: 0
- Electronic energy: -27617.87295 eV
- Structure (SMILES): S[C@H]1C[C@H](Cl)C1
- HOMO: -0.33970 Eh
- Orbital gap: 0.36587 Eh

***

No. 2
C4H7CoO3 | ωB97M-V/def2-TZVPD

CARTESIAN COORDINATES (ANGSTROEM)
H 2.7137 1.5842 -0.9811
O 0.0726 2.1536 0.2104
C -1.1444 1.9399 0.0030
C -1.6094 0.6405 -0.3306
O -0.7026 -0.3007 -0.4407
C -0.6099 -1.4107 0.4901
C 0.8139 -1.9427 0.3565
O 1.7656 -0.9611 0.5187
Co 1.4741 0.7192 -0.2422
H -1.8603 2.7718 -0.0648
H -2.6606 0.3506 -0.2850
H -1.3644 -2.1559 0.2091
H -0.7910 -1.0029 1.4928
H 0.9024 -2.4352 -0.6350
H 0.9104 -2.7387 1.1222

Calculated values
- Charge: 0
- Electronic energy: -48026.76506 eV
- HOMO (spin up / spin down): -0.29757 / -0.32635 Eh
- 2S+1: 5
- Orbital gap (spin up / spin down): 0.31565 / 0.23249 Eh

***

No. 3
C4H7F | ωB97M-V/def2-TZVPD

CARTESIAN COORDINATES (ANGSTROEM)
C -0.6350 -0.4116 1.9095
C -0.2560 0.2845 0.5556
C 0.3413 -0.1680 -0.5637
C 0.4427 0.3687 -1.9350
F 1.2071 -1.1776 -0.3731
H -1.4053 -1.0347 2.6966
H 0.4070 -0.8706 2.0426
H -0.7496 0.4987 2.5182
H -1.1994 0.7858 0.2797
H -0.0596 1.2030 -2.2267
H 0.3511 -0.2518 -2.7439
H 1.5555 0.7736 -2.1597

Calculated values
- Charge: 0
- Electronic energy: -6975.25921 eV
- Structure (SMILES): C/C=C(/C)F
- HOMO: -0.33211 Eh
- Orbital gap: 0.36404 Eh

***

No. 4
C4H7F2N2S | ωB97M-V/def2-TZVPD

CARTESIAN COORDINATES (ANGSTROEM)
C -0.4711 0.0952 0.4065
C 0.3253 0.9514 1.3300
C 0.3638 1.4857 -1.2183
C 2.3374 -0.8335 -1.5568
N -0.3748 0.4346 -0.8739
N -1.1528 -1.0205 0.7597
F 1.2163 -1.6097 -1.7068
F 2.5237 -0.5940 -0.2729
S 0.9347 2.2443 0.1982
H -0.1962 1.3092 2.1399
H 1.1098 0.5775 1.8787
H 0.2160 1.9612 -2.2418
H 3.3504 -1.0451 -2.0246
H -0.9659 0.0379 -1.5779
H -0.5978 -1.5875 1.3909
H -1.6413 -1.5817 0.0981

Calculated values
- Charge: +1
- Electronic energy: -23501.65435 eV
- HOMO (spin up / spin down): -0.46893 / -0.42337 Eh
- Orbital gap (spin up / spin down): 0.29497 / 0.28332 Eh